8
Properties=species:S:1:pos:R:3:forces:R:3 method="wB97M-V/def2-TZVPD" de_lowest_kj_mol=276.8 largest_force_ev_per_a=5.66 mol_weight_g_mol=99.03 total_charge=0 orbital_gap_ev="7.96 / 7.96"
C -1.141 1.112 1.311 0.9 -4.6 -3.2
C 0.728 -1.140 0.825 -0.1 -0.2 0.1
N -1.464 2.060 1.838 -0.8 2.7 1.6
N 1.615 -1.254 1.559 -0.6 0.0 -0.6
N 0.230 -0.312 -1.531 0.5 1.8 0.7
P -0.675 -1.057 -0.348 1.0 2.3 1.4
H -0.013 0.050 -2.437 -1.3 -1.0 -0.5
H 0.721 0.541 -1.217 0.5 -1.0 0.6